1.
Density functional theory data (ωB97M-V/def2-TZVPD) for a 2-piece molecular cluster, C14H16 overall.

Each line ends with the natural charge from an NBO analysis.
Positions of all 30 atoms, in Å:
C1 0.540 0.166 3.339  -0.6811
C2 1.825 1.733 0.209  -0.0823
C3 0.956 1.418 1.203  -0.2312
C4 2.757 0.736 -0.257  0.0079
C5 1.275 0.370 2.068  0.2110
C6 3.039 -0.380 0.517  -0.2423
C7 2.413 -0.470 1.743  -0.0787
H1 1.880 2.703 -0.255  0.2507
H2 0.053 1.971 1.440  0.2499
H3 3.282 0.882 -1.197  0.2460
H4 3.742 -1.119 0.167  0.2588
H5 0.863 -0.742 3.840  0.2567
H6 -0.506 0.431 3.211  0.2697
H7 2.720 -1.250 2.427  0.2407
H8 0.835 0.996 4.013  0.2869
C8 -3.283 -1.653 0.147  -0.6301
C9 -0.581 0.421 -2.490  -0.2329
C10 -1.180 1.065 -1.418  -0.2149
C11 -0.812 -0.957 -2.632  -0.1846
C12 -2.096 0.421 -0.612  -0.2426
C13 -1.723 -1.608 -1.834  -0.2198
C14 -2.430 -0.904 -0.850  0.0194
H9 0.158 0.880 -3.140  0.2171
H10 -1.000 2.130 -1.310  0.2071
H11 -0.233 -1.445 -3.406  0.2186
H12 -2.517 0.914 0.258  0.2081
H13 -1.880 -2.677 -1.936  0.2220
H14 -3.307 -1.101 1.081  0.2100
H15 -2.890 -2.646 0.348  0.2228
H16 -4.280 -1.715 -0.298  0.2370

Summary:
Spin multiplicity: 2
E_LUMO (alpha / beta), eV: -4.1 / -7.9
Total charge: +1
Orbital gap (alpha / beta), eV: 7.716 / 3.826
HOMO energy (alpha / beta), eV: -11.85 / -11.75

---

2.
Density functional theory data (ωB97M-V/def2-TZVPD) for a 2-piece molecular cluster, C14H16 overall.

Each line ends with the natural charge from an NBO analysis.
Positions of all 30 atoms, in Å:
C1 -1.558 1.261 -3.224  -0.6789
C2 -2.284 -1.233 -0.472  -0.2263
C3 -2.292 -0.056 -1.155  -0.0971
C4 -1.587 -2.372 -0.880  0.0185
C5 -1.522 -0.027 -2.441  0.2644
C6 -0.972 -2.347 -2.137  -0.1007
C7 -0.938 -1.184 -2.903  -0.2451
H1 -2.797 -1.329 0.474  0.2552
H2 -2.951 0.772 -0.946  0.2493
H3 -1.537 -3.237 -0.235  0.2525
H4 -0.440 -3.193 -2.556  0.2535
H5 -1.600 0.983 -4.281  0.2586
H6 -0.612 1.792 -3.113  0.2851
H7 -0.342 -1.089 -3.794  0.2513
H8 -2.465 1.779 -2.937  0.2491
C8 2.156 2.796 2.266  -0.6270
C9 1.307 0.835 0.943  -0.2174
C10 1.612 1.362 2.209  0.0023
C11 0.903 -0.494 0.761  -0.2231
C12 1.674 0.457 3.242  -0.1968
C13 1.164 -1.422 1.793  -0.2371
C14 1.497 -0.912 3.021  -0.1960
H9 1.309 1.525 0.109  0.1971
H10 0.455 -0.666 -0.208  0.1782
H11 3.160 2.680 2.678  0.2293
H12 1.538 3.452 2.868  0.2303
H13 2.008 0.811 4.213  0.2194
H14 1.154 -2.488 1.614  0.2153
H15 1.682 -1.580 3.853  0.2236
H16 2.278 3.123 1.239  0.2125

Summary:
Spin multiplicity: 2
E_LUMO (alpha / beta), eV: -4.4 / -8.3
Total charge: +1
Orbital gap (alpha / beta), eV: 7.331 / 3.379
HOMO energy (alpha / beta), eV: -11.69 / -11.67

---

Bottom line: 1, by a margin of 8.2 kcal/mol.

---

1.
Density functional theory data (ωB97M-V/def2-TZVPD) for an isolated molecule of H2N2O2.

Each line ends with the natural charge from an NBO analysis.
Positions of all 6 atoms, in Å:
H1 -2.404 -0.041 -0.441  0.3637
N1 -1.577 0.478 -0.129  -0.3292
N2 -0.622 -0.247 -0.110  0.1317
O1 0.709 0.576 0.287  -0.2070
O2 1.812 -0.080 -0.157  -0.4131
H2 2.082 -0.686 0.550  0.4539

Summary:
Spin multiplicity: 1
SMILES: [H]/N=N/OO
E_LUMO, eV: 0.7
Orbital gap, eV: 10.564
HOMO energy, eV: -9.87

---

2.
Density functional theory data (ωB97M-V/def2-TZVPD) for an isolated molecule of H2N2O2.

Each line ends with the natural charge from an NBO analysis.
Positions of all 6 atoms, in Å:
H1 0.140 0.631 -1.638  0.3532
N1 -0.190 0.729 -0.602  -0.5131
N2 0.123 -0.308 -0.017  0.5712
O1 0.632 -1.291 -0.400  -0.3849
O2 -0.332 -0.275 1.261  -0.4761
H2 -0.372 0.514 1.396  0.4498

Summary:
Spin multiplicity: 1
SMILES: [H]/N=[N+](\[O-])O
E_LUMO, eV: 0.9
Orbital gap, eV: 11.776
HOMO energy, eV: -10.88

---

Bottom line: 2, by a margin of 8.7 kcal/mol.